The following is a DFT calculation (ωB97M-V/def2-TZVPD) of a cluster of 3 separate species, C5H8O2 in total.

Each atom is followed by the atoms it is bonded to, with distances in Å.
Cartesian coordinates (Å):
1 C -0.526 1.602 0.018  H9 1.082, H12 1.076, C14 1.319
2 C -1.701 -1.100 0.591  C5 1.336, H8 1.087, H15 1.086
3 H -1.362 -0.877 -1.492  C5 1.088
4 O 0.752 0.049 1.432  C14 1.174
5 C -1.028 -1.299 -0.547  C2 1.336, H3 1.088, H6 1.088
6 H -0.092 -1.854 -0.576  C5 1.088
7 H 3.042 0.519 0.306  C13 1.106
8 H -1.338 -1.491 1.538  C2 1.087
9 H -0.081 2.567 0.222  C1 1.082
10 H 1.624 0.937 -0.820  C13 1.103
11 O 2.347 -0.943 -0.931  C13 1.206
12 H -1.301 1.486 -0.720  C1 1.076
13 C 2.342 0.173 -0.477  H7 1.106, H10 1.103, O11 1.206
14 C 0.000 0.642 0.754  C1 1.319, O4 1.174
15 H -2.602 -0.495 0.637  C2 1.086

Orbital gap in eV: 10.01
Total charge: 0
2S+1: 1
HOMO level in eV: -9.128
SMILES: C=C=O.C=C.C=O
F_max in eV/Å: 0.9
Energy relative to the best compared isomer or geometry (same formula, charge and spin) in kcal/mol: 84.6